Formula: C13H14Cl2NO3Ti
Source: OMol25
Level of theory: the ωB97M-V functional and the def2-TZVPD basis

Output
Charge: +2
Molar mass (u): 351.032
2S+1: 2
HOMO-LUMO gap (alpha / beta) (eV): 6.877 / 7.105
Strongest force on any atom (eV/A): 0.3
LUMO level (alpha / beta) (eV): -7.963 / -7.739
Energy above the lowest of the compared OMol25 structures with the same formula, charge and spin (kcal per mole): 0.00

Element x y z (Å)
Ti -0.0420 0.3924 0.0934
C 2.8418 0.3353 -1.1308
O 2.0202 0.0315 0.0367
C 2.6885 0.3786 1.2835
C 1.8191 -0.1752 2.3774
O 0.4445 0.2231 2.0713
C -0.1922 1.0660 3.0804
H 3.8247 -0.1137 -1.0092
H 2.9398 1.4140 -1.2434
H 2.3643 -0.1003 -2.0044
H 2.7834 1.4650 1.3363
H 3.6804 -0.0711 1.3128
H 2.1111 0.2067 3.3528
H 1.8375 -1.2633 2.3984
H -0.0889 0.5929 4.0536
H -1.2460 1.1402 2.8261
H 0.2729 2.0498 3.0840
Cl -0.8418 5.0946 -0.3182
C -2.0356 3.8745 -0.2862
C -3.4059 4.2123 -0.3272
C -4.3727 3.2442 -0.3134
Cl -6.0243 3.6865 -0.3704
C -4.0179 1.8647 -0.2438
C -4.9151 0.7807 -0.2369
C -4.4343 -0.5070 -0.1775
C -3.0613 -0.7272 -0.1091
N -2.1739 0.2671 -0.1083
C -2.6520 1.5592 -0.1910
C -1.6707 2.5578 -0.2288
O -0.3705 2.1004 -0.2093
H -3.6907 5.2543 -0.3775
H -5.9802 0.9666 -0.2855
H -5.1059 -1.3530 -0.1797
H -2.6718 -1.7363 -0.0484

=====

Formula: C2H8N2O
Source: OMol25
Level of theory: the ωB97M-V functional and the def2-TZVPD basis

Output
Charge: 0
Molar mass (u): 76.099
2S+1: 1
HOMO-LUMO gap (eV): 10.403
Strongest force on any atom (eV/A): 3.3
LUMO level (eV): 0.802
Energy above the lowest of the compared OMol25 structures with the same formula, charge and spin (kcal per mole): 126.00

Element x y z (Å)
C -1.2745 -0.7789 0.3249
N -1.8578 -0.2442 -0.6845
O -1.8497 -0.9195 -1.8560
H -1.3982 -1.7839 -1.7707
H -0.3875 1.5164 -1.1650
H -1.4660 -0.3127 1.2778
H 0.5749 0.0309 0.0000
H -0.9982 -1.8364 0.3475
C 2.0688 0.6973 1.1779
N 1.6342 -0.0977 0.3180
H 0.3866 1.6744 -1.1781
H 2.9749 0.4225 1.7103
H 1.5925 1.6316 1.4979

=====

Formula: C4H15N2O
Source: OMol25
Level of theory: the ωB97M-V functional and the def2-TZVPD basis

Output
Charge: +1
Molar mass (u): 107.177
2S+1: 1
HOMO-LUMO gap (eV): 8.961
Strongest force on any atom (eV/A): 1.4
LUMO level (eV): -3.373
Energy above the lowest of the compared OMol25 structures with the same formula, charge and spin (kcal per mole): 25.96

Element x y z (Å)
C -0.6567 -1.0367 0.7700
C 0.4067 -0.9223 -0.3313
C 0.3299 0.4108 -1.1008
C -0.6672 0.3254 -2.2429
N -0.2051 -0.4532 -3.4060
N -0.2369 -0.4053 2.0539
H -1.5650 -0.6091 0.3775
H -0.8490 -2.0809 0.9427
H 0.3156 -1.8342 -0.9317
H 1.4114 -1.0607 0.0977
H -0.0105 1.1850 -0.4068
H 1.3319 0.5796 -1.4973
H -0.9181 1.3220 -2.5959
H -1.5643 -0.2286 -1.9618
H 0.6257 -0.0308 -3.8131
H 0.1253 -1.3780 -3.1235
H -0.4768 0.5812 2.1810
H 0.7847 -0.4065 2.0880
H -0.6240 -0.8863 2.8622
H 1.4715 2.1972 3.7725
H 0.2121 2.7681 3.0982
O 0.7589 1.9632 3.1675

=====

Formula: C26H44N2O3PtSb
Source: OMol25
Level of theory: the ωB97M-V functional and the def2-TZVPD basis

Output
Charge: +3
Molar mass (u): 749.487
2S+1: 1
HOMO-LUMO gap (eV): 4.583
Strongest force on any atom (eV/A): 3.2
LUMO level (eV): -11.357
Energy above the lowest of the compared OMol25 structures with the same formula, charge and spin (kcal per mole): 54.65

Element x y z (Å)
Pt -1.2849 0.5524 0.5709
C -3.2862 -5.7717 -0.3531
O -3.2864 -5.4827 1.0607
C -2.7857 -4.3571 1.4908
C -2.9304 -4.1294 2.9010
C -2.5026 -2.9456 3.4548
C -1.9111 -1.9510 2.6716
C -1.5206 -0.6902 3.2491
C -1.7274 -0.3879 4.6990
O -0.9643 0.2178 2.5771
C -1.6943 -2.2275 1.2632
O -1.0126 -1.4276 0.4918
C -2.1642 -3.4128 0.6954
H -3.7780 -6.7294 -0.4557
H -2.2661 -5.8382 -0.7287
H -3.8448 -5.0079 -0.8920
H -3.4040 -4.8993 3.4978
H -2.6502 -2.7866 4.5151
H -2.7769 -0.5350 4.9619
H -1.4424 0.6377 4.9075
H -1.1258 -1.0594 5.3173
H -2.0126 -3.5702 -0.3619
C 4.1737 -2.2882 0.2821
C 4.4606 -0.8395 0.2782
C 4.5975 -0.1734 1.5880
C 5.1889 -0.2865 -0.8666
Sb 1.5647 0.0552 -0.3552
C 1.7679 2.2775 -0.5272
C 3.2222 2.6148 -0.8332
C 1.3447 2.8006 0.8434
C 0.8557 2.7524 -1.6583
C 0.9216 -0.8914 -2.3012
C 2.1237 -0.6765 -3.2099
C -0.3348 -0.1678 -2.7789
C 0.6549 -2.3418 -1.9372
H 5.1173 -2.7596 0.6088
H 3.9496 -2.6884 -0.7054
H 3.4146 -2.5756 1.0038
H 5.5913 -0.4851 1.9563
H 3.8679 -0.5083 2.3200
H 4.6214 0.9121 1.5271
H 6.2289 -0.6261 -0.7056
H 5.2208 0.7993 -0.8895
H 4.8814 -0.6942 -1.8288
H 3.9002 2.3392 -0.0230
H 3.2995 3.7025 -0.9494
H 3.5678 2.1768 -1.7726
H 2.0175 2.4715 1.6388
H 0.3390 2.4924 1.1202
H 1.3879 3.8989 0.8295
H 1.2704 2.4980 -2.6351
H 0.7831 3.8478 -1.6247
H -0.1522 2.3528 -1.5902
H 2.4149 0.3736 -3.2967
H 1.8535 -1.0086 -4.2202
H 2.9845 -1.2776 -2.9070
H -0.1230 0.8284 -3.1565
H -1.1035 -0.1164 -2.0072
H -0.7663 -0.7411 -3.6099
H 1.5458 -2.8521 -1.5631
H 0.3441 -2.8691 -2.8485
H -0.1430 -2.4354 -1.2099
C -2.5535 5.8949 -0.3584
C -2.7169 4.4140 -0.3450
C -3.7399 3.6080 -0.8261
C -3.3650 2.2977 -0.5810
N -2.1452 2.2897 0.0209
N -1.7835 3.5894 0.1433
C -4.1126 1.0392 -0.8832
H -3.5212 6.3770 -0.4740
H -1.9340 6.1956 -1.2058
H -2.0843 6.2601 0.5554
H -4.6509 3.9438 -1.2960
H -0.9376 3.8443 0.6248
H -5.1781 1.2478 -0.9466
H -3.9617 0.2892 -0.1064
H -3.7992 0.6197 -1.8407